DFT (ωB97M-V/def2-TZVPD) results for 9 unconnected molecules or ions with the total composition C26H52Br10O8S4.

Structure (XYZ):
```
100
Properties=species:S:1:pos:R:3:lowdin_charge:R:1
Br -4.24447 -2.99742 -2.38648 0.61
Br -2.54001 -6.76841 2.67636 0.55
Br 2.93827 2.98506 1.68512 0.62
Br 2.04490 7.29470 0.39570 0.65
Br -0.58883 2.23367 0.63989 0.74
Br -2.55363 -3.48287 1.24208 0.53
Br 3.04813 -4.45050 -5.23857 0.63
Br -0.36792 -1.88056 -1.30817 0.79
Br -2.71914 1.06816 -3.86079 0.64
Br -0.22230 -3.68725 -6.21988 0.55
S -0.92838 0.87180 4.75574 0.65
S 3.49457 0.20746 -2.84098 0.65
S -5.58094 2.61244 1.99470 0.62
S 3.11959 -3.71224 0.53540 0.69
O 2.21300 -0.25100 -2.37026 -0.36
O -6.45820 3.72341 2.20994 -0.30
O -5.01053 1.99392 3.14462 -0.30
O -1.12336 0.54690 6.15422 -0.32
O 2.01427 -4.26151 -0.22153 -0.37
O 4.47219 -4.24724 0.46295 -0.32
O -0.93573 -0.12921 3.70565 -0.35
O 4.66309 -0.42834 -2.23428 -0.30
C 4.86556 0.99676 -4.81909 -0.23
C -5.12205 0.72675 0.24970 -0.18
C 2.12127 -2.49143 2.72849 -0.21
C -2.05462 2.24760 4.30715 -0.19
C -6.24540 1.30531 1.13226 -0.27
C 3.05240 -1.87454 0.54712 -0.20
C 0.52596 1.80425 4.68162 -0.28
C -4.45632 1.95961 -0.42871 -0.20
C 2.73909 4.58809 0.58891 -0.71
C 1.78500 -3.51413 -4.12502 -0.73
C -0.96002 -0.46127 -0.18880 -0.69
C 2.97069 -1.49104 2.01867 -0.24
C -1.14753 -4.90565 0.86110 -0.59
C 2.60382 -3.85813 2.22186 -0.24
C 2.63685 5.78721 1.44773 -0.72
C -3.59519 -0.33415 -2.80928 -0.72
C -1.80027 -6.28847 0.88378 -0.64
C -4.36955 2.99111 0.73276 -0.22
C 3.75857 1.91204 -2.83867 -0.25
C -0.33126 0.83359 -0.64059 -0.68
C 3.64173 0.10280 -4.62407 -0.21
C -3.57197 -1.61378 -3.61156 -0.68
C 0.13085 3.22272 4.99939 -0.24
C 4.96927 2.00339 -3.71309 -0.25
C 0.36107 -3.93397 -4.33212 -0.65
C -1.16316 3.54000 4.24490 -0.20
H -3.44907 1.71695 -0.76969 0.06
H -5.00413 2.43157 -1.24193 0.12
H 5.80453 0.37643 -4.76853 0.14
H 0.10257 -4.98223 -4.10848 0.07
H 5.90754 1.92405 -3.12902 0.13
H -0.77914 1.22723 -1.55047 0.02
H 3.97632 -1.40366 2.47191 0.13
H -4.62454 0.04024 -2.71203 0.05
H 1.28813 1.44198 5.39405 0.13
H -2.57096 -1.93907 -3.97896 0.05
H -2.59119 -6.42953 0.16740 0.05
H 2.72236 0.42061 -5.10603 0.12
H 3.78198 2.31471 -1.81618 0.12
H -2.73694 2.21951 5.16709 0.11
H 1.93031 -4.72373 2.33512 0.11
H -1.61820 4.48770 4.58894 0.12
H 2.10255 -1.68094 0.04141 0.04
H 3.54383 4.52536 -0.12935 0.05
H 0.75819 1.72513 3.61369 0.06
H 1.87237 5.69995 2.22421 0.05
H 0.75293 0.74336 -0.79087 0.03
H 2.01912 -2.46920 -4.29362 0.03
H 1.80528 4.41739 0.03690 0.03
H -0.00770 3.33562 6.07971 0.12
H -0.36624 -4.68390 1.61466 0.04
H -0.71731 -4.59215 -0.12456 0.03
H -2.46667 2.02397 3.34148 0.05
H -3.36892 2.95608 1.19832 0.05
H 2.19738 -2.45279 3.83036 0.13
H 4.86407 1.48252 -5.79172 0.12
H -4.19952 -1.57450 -4.49722 0.06
H 3.60716 -4.08874 2.59797 0.10
H -4.52363 4.02249 0.43550 0.10
H 2.93513 2.36482 -3.35350 0.11
H -0.34265 -3.24260 -3.86310 -0.01
H 3.84556 -1.37550 0.01380 0.09
H -1.06257 -7.05994 0.70842 0.05
H 2.58814 -0.46793 2.00858 0.10
H 3.56717 6.12819 1.91030 0.06
H 3.89887 -0.92242 -4.87355 0.10
H -7.14945 1.59170 0.61343 0.11
H -3.03126 -0.44907 -1.86725 0.01
H 1.04902 -2.27778 2.49547 0.12
H -0.74554 -0.73990 0.85503 0.05
H -5.62411 0.03479 -0.43323 0.11
H 5.00624 2.96669 -4.21438 0.12
H -4.30682 0.28716 0.80056 0.11
H -6.74381 0.65910 1.84746 0.11
H 0.93615 3.91779 4.70903 0.11
H -0.90412 3.76014 3.20447 0.07
H -2.02494 -0.46065 -0.26855 0.01
H 2.01715 -3.72267 -3.05890 0.06
```

Calculated values
structure (SMILES): O=S1(=O)CCCC1.O=S1(=O)CCCC1.O=S1(=O)CCCC1.O=S1(=O)CCCC1.BrCCBr.BrCCBr.BrCCBr.BrCCBr.BrCCBr
spin multiplicity: 1
charge: 0



DFT (ωB97M-V/def2-TZVPD) results for 2 unconnected molecules or ions with the total composition C26H52Cl4NO7S2.

Structure (XYZ):
```
92
Properties=species:S:1:pos:R:3:lowdin_charge:R:1
Cl 5.92557 -3.03498 7.21764 0.56
Cl 3.39255 -2.38207 6.00499 0.53
Cl 5.49929 -3.55696 4.41539 0.54
Cl 5.74361 -0.84175 5.35166 0.53
S -3.84464 1.76093 3.16426 0.60
S 3.01504 1.86284 -5.01472 0.73
O -3.35529 -3.59733 -0.38493 -0.18
O 2.53810 -2.52302 -2.45735 -0.16
O -4.89332 0.78947 3.19213 -0.26
O -2.46839 1.33455 3.13598 -0.28
O 0.70676 2.02350 -0.48680 -0.12
O -1.50360 -0.91559 1.17110 0.04
O -3.97671 2.67757 4.44684 -0.14
N 0.58382 -0.94484 0.23484 0.22
C 2.23571 -2.58858 2.42182 -0.07
C 0.86957 3.74621 1.16405 -0.04
C -0.38306 2.13850 -2.71011 -0.11
C -2.05859 -1.95993 -1.53196 -0.14
C 0.01444 1.26487 -1.49987 -0.36
C 2.90866 -0.61967 -0.49418 -0.11
C -3.41928 -2.30713 -0.94133 -0.24
C 0.45005 3.41485 -0.26164 -0.22
C 1.48781 -0.88847 -1.00976 -0.29
C 5.14465 -2.45547 5.75623 -2.05
C -3.98486 -3.72589 0.87412 -0.09
C -2.27838 1.57802 -0.36002 -0.11
C 3.34373 -1.62138 1.94106 -0.40
C 0.80623 2.78093 -3.45386 -0.23
C -4.57588 2.21739 0.54447 -0.19
C -1.84293 -0.47540 -1.88633 -0.07
C 1.06452 0.25124 -1.95320 -0.04
C 1.22570 2.01673 -4.72045 -0.56
C -3.66998 1.09232 0.04263 -0.19
C -4.09974 2.91311 1.82788 -0.21
C 3.13025 -0.20706 2.49795 -0.07
C -0.66361 -0.08706 0.44426 -0.25
C 3.59347 -1.66280 0.41051 -0.13
C -1.23135 0.52774 -0.85218 -0.23
C 2.42749 -2.30816 -3.86072 -0.05
C 1.39043 -2.26802 -1.70594 -0.16
H 3.35720 1.91196 -3.72194 -0.16
H -0.60611 3.62852 -0.42243 0.10
H -5.57693 1.82049 0.71424 0.12
H 3.36108 -2.66555 0.04322 0.11
H -0.95612 1.50707 -3.39240 0.12
H -1.76122 -0.43056 1.98493 0.11
H 2.41115 -1.24402 -4.11176 0.07
H -1.82106 2.08991 0.48866 0.10
H -1.32258 -2.34806 -0.83312 0.09
H 2.10424 0.16773 2.37523 0.07
H 1.50427 -2.09667 3.06981 0.08
H 0.06586 4.20682 1.74023 0.08
H -4.14439 0.60460 -0.80696 0.11
H -3.69495 -4.68870 1.28701 0.09
H -5.07800 -3.68552 0.79555 0.09
H 1.69279 -3.05964 1.59793 0.06
H 1.18458 -0.74028 1.03526 0.12
H 1.66182 2.87047 -2.78171 0.08
H 0.54042 3.80427 -3.71722 0.12
H -1.22835 -0.44066 -2.78382 0.10
H 0.84655 2.53258 -5.60394 0.07
H 1.51963 -2.78542 -4.24638 0.10
H 2.65087 -3.41847 2.99424 0.06
H 1.96073 0.82779 -2.15693 0.11
H 0.78789 1.01805 -4.72797 0.05
H 4.26592 -1.98669 2.39239 0.08
H 2.86423 0.35202 0.01145 0.12
H -2.42428 2.33191 -1.14008 0.12
H -3.70754 -1.57061 -0.18981 0.09
H -3.14119 3.41061 1.68540 0.10
H 0.76387 -0.19000 -2.89780 0.11
H -2.80338 -0.06891 -2.20752 0.12
H -1.92589 -2.54548 -2.44472 0.12
H -4.80991 3.65211 2.19316 0.11
H 3.80051 0.52188 2.03707 0.09
H -4.18336 -2.29050 -1.73168 0.14
H 0.26526 -1.90368 0.38658 0.14
H 3.29763 -2.76720 -4.31900 0.10
H 3.52814 -0.47147 -1.37620 0.13
H -0.31796 0.74049 1.05330 0.15
H -1.07328 2.91608 -2.39339 0.10
H 1.15686 2.82846 1.67941 0.07
H 1.72194 4.42348 1.19574 0.08
H 0.48890 -2.30913 -2.32522 0.12
H -4.84007 2.52087 4.87735 0.12
H 4.66308 -1.54453 0.23725 0.12
H 3.32197 -0.19505 3.57087 0.05
H -4.66125 2.99539 -0.21745 0.12
H 1.29514 -3.06045 -0.95012 0.14
H -3.60403 0.32396 0.81580 0.09
H 1.01218 4.00639 -0.98815 0.12
H -3.66072 -2.92588 1.55115 0.08
```

Calculated values
spin multiplicity: 1
charge: +1
energy above the lowest of the compared OMol25 structures with the same formula, charge and spin: 0.0 kJ/mol



DFT (ωB97M-V/def2-TZVPD) results for 7 unconnected molecules or ions with the total composition C26H52IN7O5P3.

Structure (XYZ):
```
94
Properties=species:S:1:pos:R:3:lowdin_charge:R:1
I -0.29967 -4.56357 4.94355 0.25
P 3.29156 -0.97494 1.77332 0.41
P 5.02338 -2.24617 2.64965 0.46
P -0.25492 -2.80120 3.11263 0.57
O 2.15622 -1.47958 3.00518 -0.36
O -0.49077 -1.46377 3.99269 -0.41
O 4.43934 -3.53100 3.47712 -0.23
O 5.70439 -1.37213 3.86945 -0.26
O 2.84255 -2.38210 0.84628 -0.38
N -3.31050 -1.88114 4.48919 0.18
N -5.19002 1.39160 0.70647 0.15
N -0.35415 -0.62442 0.85481 0.21
N 6.18162 -2.61530 1.64747 -0.26
N 2.53583 0.85342 -5.47285 0.17
N -0.49811 5.28882 -2.14758 0.16
N -0.20593 -2.83070 -3.94309 0.14
C -1.97291 2.73878 0.35946 -0.25
C 2.91188 -1.98673 -2.60923 -0.24
C -1.68365 -1.35261 -1.27217 -0.19
C -3.19349 -1.18487 -1.05596 -0.25
C 3.36835 1.64454 -5.45735 -0.22
C -4.47345 -5.08064 4.90090 -0.27
C -3.73947 -2.11143 0.02122 -0.11
C -3.41030 3.20259 0.08126 -0.20
C -4.76431 -3.74233 5.59244 -0.18
C -2.76875 7.91319 -1.82802 -0.26
C 5.45077 1.70303 -3.25999 -0.09
C 2.37268 -0.62244 -2.21139 -0.10
C -3.97970 -2.66597 4.99188 -0.20
C -2.07740 7.19090 -2.99027 -0.19
C -4.88701 -5.08270 3.43615 -0.10
C 1.82784 -3.17556 1.36766 -0.32
C 2.37907 -2.45262 -3.97234 -0.19
C -0.94007 -0.95395 -0.07739 -0.22
C 1.60903 -2.73487 2.83743 -0.63
C 0.93143 -2.66288 -3.95631 -0.22
C 5.68157 2.13109 -4.70339 -0.26
C -3.67251 6.98312 -1.03115 -0.11
C 4.40733 2.67059 -5.36857 -0.19
C -4.40722 2.18614 0.42724 -0.24
C -1.18955 6.12766 -2.51813 -0.23
C -1.71078 2.47788 1.83486 -0.10
H 4.73083 0.88651 -3.19575 0.05
H -3.54949 -3.15741 -0.23156 0.07
H 4.00161 3.50186 -4.78761 0.12
H -3.69843 -1.36463 -2.00737 0.11
H -3.09323 6.18129 -0.57130 0.06
H -0.67790 2.17334 1.99300 0.07
H 6.05816 1.29008 -5.28958 0.11
H 6.52658 -1.02962 3.50088 0.03
H 6.43949 2.91575 -4.75158 0.10
H 3.71715 0.09394 2.62530 -0.03
H 4.28201 -0.63588 0.79040 -0.04
H -2.82032 6.73835 -3.65095 0.12
H -1.29713 3.50470 -0.02522 0.09
H 2.60798 -1.70676 -4.73657 0.09
H 2.85689 -3.38940 -4.26653 0.11
H 6.37734 1.36064 -2.80048 0.08
H -4.32261 -4.33853 2.87169 0.07
H -5.95108 -4.85967 3.32402 0.07
H 1.28844 -0.64162 -2.08182 0.06
H 6.34144 -3.60702 1.52386 -0.07
H -2.00994 8.34775 -1.17466 0.11
H 2.07787 -4.24494 1.31866 0.11
H -5.82309 -3.48385 5.51577 0.12
H -3.53714 3.44621 -0.97615 0.11
H 2.67754 -2.72118 -1.83730 0.10
H 4.61019 3.04247 -6.37414 0.11
H -2.34287 1.67237 2.21276 0.07
H -3.27322 -1.91041 0.98804 0.06
H -4.51400 -3.78979 6.65336 0.12
H -5.00403 -5.86172 5.45000 0.11
H -3.63941 4.10438 0.65378 0.11
H -3.34449 8.74320 -2.24205 0.11
H -1.43131 -1.39536 4.22299 -0.04
H -1.33196 -0.73848 -2.10398 0.11
H 2.60810 0.12370 -2.97169 0.03
H 2.07189 -3.44170 3.53213 0.04
H -1.48921 7.88480 -3.59243 0.12
H 5.06614 2.53011 -2.66026 0.08
H 2.81593 -0.31513 -1.26529 0.05
H -1.77462 1.83231 -0.21235 0.09
H 2.31289 -0.15507 1.12296 -0.03
H -4.81461 -1.97372 0.13794 0.07
H -4.43090 6.52819 -1.67192 0.08
H -3.40615 -5.29204 4.98558 0.04
H -1.90456 3.37507 2.43009 0.07
H 4.00180 -1.94440 -2.66896 0.11
H -4.18621 7.52180 -0.23503 0.07
H -3.39437 -0.15152 -0.77530 0.07
H -1.42708 -2.38455 -1.51957 0.10
H 0.90662 -3.02453 0.77789 0.06
H -4.69721 -6.05544 2.98281 0.07
H 5.16947 -4.11224 3.72042 0.05
```

Calculated values
spin multiplicity: 1
charge: -1



DFT (ωB97M-V/def2-TZVPD) results for 11 unconnected molecules or ions with the total composition C26H52O38S9.

Structure (XYZ):
```
125
Properties=species:S:1:pos:R:3:lowdin_charge:R:1
S -4.21295 -0.60295 -3.19962 0.73
S -4.38981 0.42736 2.13582 0.72
S 1.21419 2.40535 4.61458 0.77
S -2.48438 4.40855 0.64822 0.77
S 3.34718 3.20671 -0.54665 0.79
S 1.73293 -0.72573 -0.05888 0.73
S 1.00008 1.02593 -4.61759 0.75
S -1.66308 -5.38622 -2.47617 0.72
S 5.16537 -2.04372 3.13808 0.74
O 3.69799 2.48548 0.93620 -0.23
O 0.72790 1.02089 4.56210 -0.24
O -4.13542 4.37814 1.01128 -0.21
O 0.12503 3.38452 3.83471 -0.22
O 3.25568 -3.74678 -2.30929 -0.14
O 2.38177 1.02597 -4.08738 -0.23
O -0.11579 0.67323 -3.78508 -0.23
O 0.86178 0.23749 -6.15869 -0.19
O -2.16456 5.04805 2.17049 -0.22
O -5.34901 0.59685 -3.30324 -0.21
O -4.51652 -1.42666 -1.97591 -0.25
O 1.64777 -2.18201 -0.13197 -0.24
O -3.20217 0.04999 3.18829 -0.19
O 5.52759 -3.65783 3.29634 -0.20
O 3.61738 -2.36396 2.72492 -0.22
O -0.16283 -4.73652 -2.67752 -0.24
O 0.77085 0.08713 -1.05883 -0.20
O -4.30792 2.03258 2.52320 -0.22
O -4.00234 0.20787 0.74263 -0.24
O -2.07941 5.31650 -0.44959 -0.24
O 5.22496 -1.38454 4.46433 -0.26
O 4.28470 1.98783 -1.17346 -0.22
O 0.84479 3.13020 6.14036 -0.19
O -4.12400 -1.25989 -4.46621 -0.22
O -1.69174 -6.27790 -1.31657 -0.25
O 2.60553 2.69098 4.28216 -0.22
O -2.99696 0.50842 -3.07408 -0.22
O 0.94454 -0.21739 1.30121 -0.16
O 5.88375 -1.45897 2.00621 -0.26
O -3.12805 -4.70146 2.72548 -0.15
O -1.95564 3.07889 0.58062 -0.22
O 0.74256 2.39514 -5.36146 -0.19
O -2.30331 -3.85440 -2.12216 -0.23
O -5.70202 -0.02335 2.54406 -0.22
O 1.93072 3.10100 -0.87331 -0.23
O 3.11236 -0.17404 -0.12697 -0.25
O -2.25172 -5.83944 -3.71217 -0.25
O 3.94744 4.56198 -0.59277 -0.26
C -4.51352 5.49083 1.77802 -0.17
C 4.06072 -2.58524 -2.17930 -0.24
C -2.68728 -2.60312 1.98554 -0.18
C 0.66929 4.51170 5.90402 -0.20
C 0.01256 2.27197 -6.53161 -0.17
C -3.93259 2.26207 3.84192 -0.17
C 0.20291 0.91425 1.04522 -0.23
C -3.84848 -3.55140 2.25868 -0.13
C -5.01729 1.81403 -2.66526 -0.14
C -1.74072 -4.53296 2.76151 -0.23
C -0.22661 0.88321 -0.38964 -0.16
C 4.93601 -2.37381 -3.37334 -0.12
C 3.42203 -3.66501 2.13504 -0.14
C 4.94167 1.84776 0.97460 -0.20
C 4.56317 -4.48827 2.71016 -0.20
C -2.91481 1.14852 3.99745 -0.20
C -0.19905 -3.37364 -3.23119 -0.12
C 3.47593 -4.30986 -3.55511 -0.26
C -1.35325 -2.75477 -2.39806 -0.13
C -0.12094 0.78220 -6.89048 -0.25
C 5.47640 1.90005 -0.46069 -0.18
C -3.46533 1.73264 -2.63862 -0.20
C -3.29715 5.75079 2.68350 -0.19
C -1.53182 -3.51889 1.69012 -0.17
C 4.00847 -3.18111 -4.38164 -0.14
C -0.13667 4.56417 4.58690 -0.19
H -0.88391 -2.33396 -1.50882 0.11
H -0.52019 -3.11366 1.71230 0.11
H -4.68218 6.41358 1.22288 0.13
H 4.49597 -3.59683 -5.26347 0.11
H -1.90953 1.51387 3.78765 0.11
H 6.23307 2.67621 -0.57523 0.13
H 5.94522 0.95216 -0.72490 0.14
H 5.05736 -5.02335 1.89925 0.13
H -4.57328 -3.31227 3.03687 0.12
H 0.64759 1.80699 1.48495 0.12
H 4.57156 0.88005 1.31321 0.10
H -3.11039 1.90671 -1.62284 0.10
H 0.07313 0.48687 -7.92160 0.14
H -2.83926 -1.96094 1.11802 0.09
H -1.26740 0.58320 -0.51139 0.12
H -1.81077 -2.00968 -3.04893 0.10
H -4.33389 -3.99054 1.38711 0.13
H -4.75248 2.08295 4.53747 0.14
H 0.61064 2.62684 -7.37093 0.13
H 5.96725 -2.66566 -3.17469 0.11
H -1.07364 0.27299 -6.74504 0.13
H 3.54971 -1.63356 -2.03350 0.09
H -1.75612 -3.97711 0.72688 0.11
H 3.06071 -2.68455 -4.58967 0.11
H -1.20278 4.58775 4.81260 0.11
H 2.44655 -4.08097 2.38704 0.14
H 0.09465 5.43757 3.97717 0.13
H -0.31433 -3.49419 -4.30835 0.13
H -5.32106 2.68348 -3.24825 0.13
H 0.25414 5.13725 6.69424 0.14
H 0.70195 -2.86389 -2.88993 0.11
H -3.50469 5.62614 3.74628 0.12
H -2.99739 2.43684 -3.32655 0.14
H 4.31707 -5.28643 3.41050 0.13
H -2.87345 0.88075 5.05323 0.14
H -1.33764 -4.18483 3.71253 0.12
H -0.17461 1.88944 -0.80546 0.11
H 4.92681 -1.37366 -3.80662 0.10
H 4.72015 -2.75640 -1.32845 0.12
H 5.56919 2.23380 1.77790 0.14
H -3.38771 3.19433 3.99056 0.12
H -1.34313 -5.52488 2.54675 0.13
H -0.86572 2.90333 -6.39704 0.14
H -2.25693 -1.92284 2.72047 0.10
H -5.47211 1.76785 -1.67577 0.13
H -5.43594 5.19879 2.27997 0.14
H -0.66600 0.73833 1.67938 0.12
H 4.21571 -5.05148 -3.25375 0.13
H 1.62281 5.01174 5.73413 0.12
H 2.60663 -4.72891 -4.06188 0.12
H 3.49998 -3.48456 1.06291 0.11
H -2.96022 6.77998 2.80734 0.13
```

Calculated values
structure (SMILES): O=S1(=O)OCCO1.O=S1(=O)OCCO1.O=S1(=O)OCCO1.O=S1(=O)OCCO1.O=S1(=O)OCCO1.O=S1(=O)OCCO1.O=S1(=O)OCCO1.O=S1(=O)OCCO1.O=S1(=O)OCCO1.C1CCOC1.C1CCOC1
spin multiplicity: 1
charge: 0
energy above the lowest of the compared OMol25 structures with the same formula, charge and spin: 0.0 kJ/mol



The records above give, respectively, electronic energy values of -28956.61243 -4240.17421 -3103.21623 -7464.19275 Eh.
The records above give, respectively, frontier orbital gap values of 9.5 9.6 5.9 8.3 eV.
The records above give, respectively, max |F| values of 2.6 0.9 0.7 5.6 eV/A.